(1)
143
Properties=species:S:1:pos:R:3 method="wB97M-V/def2-TZVPD" smiles="O=S1(=O)OCCO1.O=S1(=O)OCCO1.O=S1(=O)OCCO1.O=S1(=O)OCCO1.O=S1(=O)OCCO1.CNC(C)=O.CNC(C)=O.CNC(C)=O.C1CCOC1.C1CCOC1.C1CCOC1.C1CCOC1" multiplicity=1 e_tot_ev=-151396.4578 e_lumo_ev=-0.227
C 4.51171 -3.72193 0.99930
C 5.65713 -3.28685 1.99509
O 5.62359 -3.68341 3.14152
N 6.74736 -2.65093 1.58070
C 7.14163 -2.46140 0.17005
H 4.78949 -4.68351 0.56768
H 4.48699 -2.92067 0.26074
H 3.53788 -3.76586 1.48696
H 7.48433 -2.50914 2.25663
H 6.70932 -3.27817 -0.40796
H 8.22581 -2.45069 0.05809
H 6.60850 -1.61940 -0.27142
C -0.22980 3.12158 6.71578
C -0.58173 2.64718 8.10303
O -0.12907 3.31178 9.06814
N -1.35581 1.54182 8.18864
C -1.79790 0.97491 9.46334
H -1.11634 3.38949 6.14100
H 0.14860 2.26526 6.15754
H 0.55230 3.85462 6.51812
H -1.81881 1.20645 7.35601
H -1.05185 1.15933 10.23631
H -2.03103 -0.07103 9.26394
H -2.70040 1.52134 9.73721
C 0.23477 3.09060 -7.19633
C -1.12424 3.60093 -6.90103
O -1.18784 4.75752 -6.44856
N -2.19318 2.79040 -7.15257
C -3.53778 3.10389 -6.73432
H 0.59183 3.24299 -8.21486
H 0.19783 2.01512 -7.02288
H 0.96710 3.54254 -6.52737
H -2.01216 1.85011 -7.47380
H -3.89818 3.97028 -7.28893
H -3.62413 3.38513 -5.68477
H -4.13321 2.21662 -6.94952
C -8.17178 -1.67755 -1.64503
C -7.24237 -0.50059 -1.68319
O -6.51975 -0.55876 -2.91813
S -6.97057 -1.79962 -3.87663
O -5.90748 -2.85709 -3.95885
O -7.42967 -1.24398 -5.13726
O -8.29349 -2.15146 -2.90359
H -9.16056 -1.50814 -1.21876
H -7.70323 -2.43358 -1.01497
H -6.54075 -0.47879 -0.84932
H -7.79473 0.43881 -1.70620
C 5.49556 -4.53311 -7.13079
C 5.41360 -5.07526 -5.70272
O 4.42919 -4.31238 -5.05899
S 3.26566 -3.84048 -6.12395
O 2.66946 -2.54338 -5.85696
O 2.37646 -4.98517 -6.33083
O 4.31006 -3.73490 -7.36823
H 5.62112 -5.39403 -7.78739
H 6.32474 -3.84600 -7.29949
H 6.29595 -4.81013 -5.12024
H 5.01261 -6.08422 -5.60623
C -5.54409 -2.08002 6.31734
C -6.87379 -1.52570 5.71881
O -6.40313 -1.04859 4.47431
S -4.94451 -0.23874 4.61193
O -5.29561 1.01863 5.29311
O -4.20636 -0.23851 3.34365
O -4.48188 -1.37997 5.67324
H -5.42482 -3.14638 6.12562
H -5.50768 -1.91435 7.39406
H -7.37735 -0.74004 6.28207
H -7.60545 -2.31165 5.53157
C -1.14549 -0.48422 -1.89847
C -0.85904 1.00626 -2.08857
O -0.28632 1.42132 -0.82052
S 0.84695 0.31917 -0.36167
O 0.77491 0.08195 1.06571
O 2.16651 0.58638 -0.97054
O 0.01171 -0.86041 -1.19247
H -1.28084 -1.04009 -2.82626
H -2.05477 -0.69154 -1.33425
H -1.73474 1.65435 -2.12352
H -0.20276 1.35726 -2.88492
C 0.58398 -3.75385 7.89848
C 0.57910 -3.75854 6.36048
O -0.24220 -4.94162 6.04069
S -0.73749 -5.72732 7.31007
O 0.28020 -6.71039 7.75529
O -2.12858 -6.15114 7.04638
O -0.58498 -4.35834 8.24055
H 0.71833 -2.73870 8.27196
H 1.49300 -4.24382 8.24736
H 1.62812 -3.84428 6.07706
H 0.16638 -2.80287 6.03727
C -2.79718 -6.13630 0.42013
C -3.85505 -5.30217 1.18100
C -4.79960 -6.48647 1.57567
O -3.88840 -7.53685 1.85686
C -2.72496 -7.52846 1.05687
H -1.85207 -5.59685 0.35807
H -3.19426 -6.20535 -0.59262
H -4.34045 -4.55579 0.55220
H -3.59131 -4.76845 2.09407
H -5.39502 -6.89428 0.75880
H -5.48398 -6.29785 2.40280
H -2.71342 -8.22553 0.21898
H -1.82330 -7.68057 1.65014
C 2.62886 5.99542 -1.05633
C 2.42791 7.45142 -0.84664
C 1.97795 7.51796 0.61972
O 2.93231 6.66050 1.26403
C 3.15294 5.58297 0.35530
H 3.27345 5.70129 -1.88465
H 1.74829 5.40938 -1.31949
H 1.70814 7.90877 -1.52552
H 3.34126 8.01425 -1.03925
H 1.00005 7.12803 0.90214
H 2.14602 8.55879 0.89635
H 2.52030 4.78967 0.75343
H 4.18951 5.27464 0.21911
C 8.56183 0.77253 -5.00027
C 10.08026 0.87860 -5.24970
C 10.64936 1.51189 -3.96422
O 9.43862 2.04144 -3.31992
C 8.28361 2.06355 -4.18822
H 8.31588 -0.09913 -4.39376
H 7.95240 0.68053 -5.89928
H 10.36298 1.44465 -6.13726
H 10.59825 -0.07498 -5.35194
H 11.43659 2.23574 -4.17489
H 10.98475 0.71200 -3.30407
H 8.29081 2.98040 -4.77767
H 7.31517 1.91842 -3.70950
C -3.17094 6.29259 -0.92044
C -3.55400 6.03985 0.52309
C -4.79362 5.21194 0.40426
O -5.28561 5.46305 -0.91757
C -4.51031 6.47323 -1.56050
H -2.62647 5.47403 -1.39120
H -2.49174 7.14504 -0.93089
H -3.65740 6.90572 1.17708
H -2.77721 5.49168 1.05620
H -5.46369 5.56877 1.18642
H -4.56989 4.15384 0.54017
H -5.07606 7.39812 -1.44823
H -4.38163 6.29701 -2.62844

=====

(2)
19
Properties=species:S:1:pos:R:3 method="wB97M-V/def2-TZVPD" smiles="CC1=C[C@@]2(F)C[C@@]2(O)C=C1" multiplicity=1 e_tot_ev=-13204.3043 de_lowest_kcal_mol=35.6 e_lumo_ev=0.815
C -0.86621 -1.05264 0.35528
C 0.38300 -1.50136 0.33075
C -0.20560 1.18259 -0.41152
C -1.15071 0.32145 -0.13630
C 1.71465 0.40167 1.25373
C 1.55646 -0.63776 0.14233
C 1.22845 0.92279 -0.12625
C -2.65114 0.56960 -0.35323
O 2.57586 -1.27093 -0.49985
F 2.19908 1.53673 -0.81651
H -1.85753 -1.53657 0.40792
H 0.70086 -2.53685 0.19774
H -0.50531 2.14827 -0.85465
H 0.98505 0.34683 2.09498
H 2.77381 0.65224 1.32999
H -3.17921 -0.32269 -0.60897
H -2.76364 1.14726 -1.28985
H -3.27125 0.98174 0.45262
H 2.33338 -1.35235 -1.46821

=====

(3)
60
Properties=species:S:1:pos:R:3 method="wB97M-V/def2-TZVPD" multiplicity=3 s2=2.10 e_tot_ev=-68528.7562 charge=+1 e_lumo_ev="-5.091 / -5.279"
O 0.18091 2.50732 -4.61353
H 0.11591 2.69616 -5.58035
V 0.05472 0.45189 -2.01055
N -1.59224 1.53679 -1.85367
N 0.64577 2.01300 -0.87458
N -0.80537 -1.33422 -1.93273
N 1.45496 -0.67776 -1.21556
O -2.75878 1.06865 -2.17351
O -2.10681 -1.59286 -2.29938
O 2.46147 -0.22214 -0.42562
O 1.64545 2.08838 -0.02867
C -0.11806 3.12471 -1.02530
C -1.35074 2.86991 -1.67313
C 0.00205 -2.39798 -1.77103
C 1.26921 -2.02732 -1.23267
C -2.30147 3.88791 -2.17637
H -2.11423 4.07086 -3.24873
H -2.14171 4.83421 -1.64805
H -3.34140 3.55927 -2.04122
C 0.39133 4.40352 -0.49160
H 1.35849 4.63277 -0.95621
H 0.54152 4.32259 0.59158
H -0.30694 5.21801 -0.70037
C -0.42014 -3.79859 -2.05966
C 2.24335 -2.95688 -0.61196
H -1.09530 -3.85786 -2.92480
H -0.90873 -4.27325 -1.19430
H 0.46807 -4.40302 -2.29046
H 2.83614 -2.40738 0.13173
H 2.92294 -3.37595 -1.37193
H 1.69917 -3.78050 -0.12207
H -2.53150 -0.67391 -2.28771
H 2.13641 0.82499 -0.20663
C 1.86329 1.54957 -3.46457
H 1.61677 2.38058 -4.09043
H 1.84219 0.65112 -4.11179
H 2.82987 1.56269 -2.93304
O -0.48437 0.41259 -3.81499
H -0.07473 1.39933 -4.39599
H -0.45164 -0.40857 -4.32927
N 0.76859 -4.06721 8.26921
C 0.56552 -3.41746 7.31240
C 0.31222 -2.62301 6.14016
C 1.13094 -2.75418 5.00663
C 0.87139 -1.99013 3.86247
C -0.20999 -1.09333 3.85636
C -1.00920 -0.93942 4.99634
C -0.75200 -1.71176 6.13483
N -0.52430 -0.38074 2.69385
C -1.49569 0.60730 2.55921
C -1.52733 0.93973 1.22857
N -0.57983 0.20480 0.55911
C -0.00092 -0.58610 1.43155
H 1.96433 -3.45812 5.02418
H 1.51730 -2.09189 2.99006
H -1.84243 -0.23770 4.99668
H -1.38630 -1.60791 7.01704
H -2.06665 0.99214 3.37862
H -2.17679 1.65526 0.76148
H 0.76534 -1.31894 1.24038

=====

(4)
97
Properties=species:S:1:pos:R:3 method="wB97M-V/def2-TZVPD" smiles="OCCOCOCP(F)CCF.COC(=O)OC.COC(=O)OC.COC(=O)OC.COC(=O)OC.COC(=O)OC.COC(=O)OC" multiplicity=1 e_tot_ev=-83403.5354 de_lowest_kcal_mol=0.0 e_lumo_ev=0.497
O 0.19435 -0.16094 4.12141
C -0.91244 -0.43690 3.25695
C -0.92361 0.47588 2.04344
O -0.31610 -0.08178 0.87835
C 1.05489 -0.26932 0.98880
O 1.66518 0.86306 1.55741
C 3.05475 0.93446 1.30425
P 3.71042 2.64967 1.33627
F 2.92209 3.37941 0.13369
C 2.84396 3.34544 2.80460
C 3.56411 2.95289 4.08306
F 4.94088 3.08712 3.97747
H -0.11959 -0.22294 5.01956
H -1.84111 -0.24717 3.79971
H -0.91689 -1.48137 2.93612
H -0.51938 1.45540 2.29392
H -1.97166 0.62605 1.77916
H 1.28948 -1.17139 1.57406
H 1.43791 -0.42272 -0.02644
H 3.32234 0.52709 0.32618
H 3.62579 0.41963 2.08438
H 2.79315 4.42363 2.66856
H 1.84165 2.91540 2.85183
H 3.22095 3.57907 4.90574
H 3.35317 1.91271 4.33458
C 4.50323 -1.15515 -2.91541
O 4.99668 -2.45126 -2.56458
C 5.15600 -2.63935 -1.25625
O 4.92088 -1.83249 -0.39514
O 5.62006 -3.87098 -1.06493
C 5.84429 -4.20843 0.30710
H 4.42636 -1.13642 -3.99846
H 3.51993 -0.98287 -2.48172
H 5.19551 -0.38062 -2.59071
H 4.91552 -4.15547 0.87147
H 6.58468 -3.54478 0.74864
H 6.21708 -5.22788 0.30720
C -1.41130 5.41196 -4.18534
O -0.78535 4.15225 -3.92949
C -0.55870 3.90532 -2.64091
O -0.85003 4.62807 -1.72060
O 0.00276 2.70963 -2.52272
C 0.27829 2.35996 -1.15839
H -1.53068 5.47359 -5.26262
H -2.38594 5.46191 -3.70388
H -0.78437 6.22996 -3.83652
H -0.64015 2.34936 -0.57766
H 0.99490 3.03470 -0.70779
H 0.69827 1.36040 -1.16258
C -4.00339 -1.84801 -0.01831
O -5.39556 -1.75296 0.30354
C -5.68646 -0.82622 1.21514
O -4.89167 -0.10339 1.75541
O -6.99982 -0.83823 1.41871
C -7.45398 0.11756 2.38036
H -3.92155 -2.63614 -0.76127
H -3.63930 -0.91170 -0.43601
H -3.42313 -2.11386 0.86292
H -7.21749 1.12940 2.05545
H -7.00534 -0.07545 3.35277
H -8.53050 -0.00756 2.44098
C -7.08607 -4.60741 -0.49971
O -6.52406 -5.86336 -0.09988
C -6.33955 -5.98711 1.21079
O -6.59491 -5.15862 2.04479
O -5.81817 -7.19201 1.44561
C -5.56683 -7.46225 2.82605
H -7.17869 -4.64576 -1.58125
H -8.07119 -4.46855 -0.05889
H -6.43567 -3.78366 -0.21985
H -6.49110 -7.42630 3.39913
H -4.85232 -6.74961 3.23330
H -5.14945 -8.46381 2.86410
C -2.81670 3.72404 0.52299
O -4.19565 3.86336 0.89494
C -4.44319 3.57554 2.16672
O -3.63388 3.23207 2.98879
O -5.75221 3.72500 2.38547
C -6.15414 3.43615 3.72481
H -2.74454 3.97557 -0.52499
H -2.19198 4.40144 1.10046
H -2.49654 2.69492 0.68295
H -5.66079 4.10444 4.42779
H -5.92705 2.40206 3.97907
H -7.22781 3.59696 3.75759
C 7.65909 -2.45701 -5.41457
O 8.16324 -1.52006 -6.36929
C 8.77188 -0.46724 -5.82718
O 8.91167 -0.26249 -4.65022
O 9.19641 0.32183 -6.81219
C 9.87236 1.50124 -6.36827
H 7.18881 -3.25588 -5.97978
H 8.46751 -2.86984 -4.81481
H 6.91857 -1.98993 -4.76868
H 10.76115 1.24191 -5.79684
H 9.21098 2.11790 -5.76320
H 10.15681 2.03923 -7.26725

=====

(5)
48
Properties=species:S:1:pos:R:3 method="wB97M-V/def2-TZVPD" smiles="C=CCc1cccc(/C=N/NC(=O)[C@@H](C)Nc2cccc(C)c2)c1O" multiplicity=1 e_tot_ev=-29678.1461 de_lowest_kcal_mol=53.8 e_lumo_ev=0.420
C 5.14088 3.36297 1.33632
C 5.85981 2.39848 0.79618
C 5.65726 1.87240 -0.59479
C 5.18826 0.44344 -0.52112
C 6.08118 -0.61175 -0.55224
C 5.64664 -1.92651 -0.44424
C 4.30384 -2.18911 -0.30113
C 3.36826 -1.14879 -0.26281
C 3.81868 0.18225 -0.37058
O 2.96947 1.22268 -0.34401
H 2.06184 0.86446 -0.23509
C 1.97180 -1.48583 -0.10653
N 1.07164 -0.57473 -0.05376
N -0.25196 -0.84230 0.09996
C -0.91607 -2.02021 0.22424
O -0.41158 -3.12118 0.19388
C -2.43482 -1.81090 0.37413
N -2.72388 -0.48868 0.89309
C -3.85401 0.23670 0.52110
C -4.45580 1.07605 1.46038
C -5.52643 1.86921 1.10367
C -6.02259 1.83931 -0.18848
C -5.43392 1.01807 -1.13936
C -4.35042 0.22905 -0.77900
H -3.89129 -0.39054 -1.53571
C -5.94849 0.96882 -2.54676
H -6.34671 -0.02086 -2.76949
H -6.73852 1.69978 -2.69723
H -5.14595 1.17131 -3.25450
H -6.86571 2.45763 -0.45784
H -5.98312 2.51201 1.84185
H -4.07464 1.10016 2.47213
H -2.55481 -0.43612 1.89123
C -3.02870 -2.92648 1.23596
H -4.11454 -2.86443 1.23576
H -2.66858 -2.84243 2.25999
H -2.72163 -3.89171 0.84391
H -2.84814 -1.89050 -0.63662
H -0.82207 -0.00257 0.15146
H 1.74086 -2.54480 -0.03479
H 3.95222 -3.20684 -0.21581
H 6.36008 -2.73571 -0.47316
H 7.13549 -0.40438 -0.66620
H 6.60095 1.91807 -1.14359
H 4.90830 2.47501 -1.10849
H 6.63890 1.90574 1.36426
H 4.35216 3.85120 0.78859
H 5.30586 3.70255 2.34517

=====

(6)
114
Properties=species:S:1:pos:R:3 method="wB97M-V/def2-TZVPD" multiplicity=1 e_tot_ev=-321909.7647 e_lumo_ev=-7.050
Zn 11.97147 -10.92779 -14.02151
Zn 13.73225 -4.45464 -10.37764
C 12.70994 -17.02472 -15.94695
F 11.50382 -16.66937 -16.36738
F 12.55028 -17.34914 -14.64834
F 13.32316 -18.01091 -16.59584
S 13.87257 -15.45833 -16.02244
O 15.04966 -15.83645 -15.21147
O 14.07080 -15.14432 -17.44484
O 13.08376 -14.34139 -15.42559
C 17.22621 0.08911 -13.14439
F 15.94701 0.40668 -13.46621
F 17.60604 -0.88041 -13.94640
F 18.03509 1.20796 -13.26861
S 17.24926 -0.55273 -11.30211
O 16.62725 0.41593 -10.40412
O 16.39157 -1.75910 -11.21749
O 18.59215 -0.81163 -10.82817
C 8.37397 -8.17962 -9.71165
F 7.52212 -9.00801 -10.33869
F 7.74939 -7.19632 -9.11556
F 9.00757 -8.81778 -8.79091
S 9.51875 -7.40947 -11.07028
O 10.46681 -6.62120 -10.30377
O 10.22373 -8.44804 -11.82293
O 8.68678 -6.55796 -11.92319
C 17.76580 -9.30109 -11.94422
F 18.66233 -8.50076 -11.29766
F 18.46060 -10.00645 -12.84265
F 17.19973 -10.13447 -11.09895
S 16.37381 -8.29734 -12.93505
O 17.08174 -7.67167 -14.07371
O 15.33274 -9.27110 -13.38873
O 15.73650 -7.30706 -12.00301
C 20.14250 -8.65582 -18.96069
S 20.60710 -7.13577 -19.88723
O 20.56233 -7.42831 -21.39895
C 19.17135 -6.03931 -19.37214
H 20.79525 -9.51143 -19.13373
H 19.06346 -8.74923 -19.08337
H 20.20495 -8.51654 -17.88143
H 19.09187 -6.00020 -18.28575
H 18.22052 -6.20589 -19.87837
H 19.48093 -5.02685 -19.63132
C 20.30776 -15.70309 -12.88321
S 21.45287 -15.63227 -14.33801
O 22.10910 -17.00975 -14.54313
C 20.08462 -15.41072 -15.58126
H 19.46206 -16.37347 -13.03645
H 19.76916 -14.76337 -12.76102
H 20.81089 -15.91394 -11.93955
H 20.43930 -15.21916 -16.59398
H 19.48736 -14.57607 -15.21416
H 19.38768 -16.24843 -15.60616
C 16.76407 -7.14175 -5.21536
S 14.95835 -6.81870 -5.64904
O 14.84075 -6.44070 -7.14905
C 14.23208 -8.51553 -5.36095
H 16.87821 -8.16461 -5.57429
H 16.81197 -7.17163 -4.12683
H 17.54098 -6.51706 -5.65612
H 14.60143 -8.92358 -4.42011
H 14.46958 -9.26631 -6.11463
H 13.14400 -8.49669 -5.42284
C 14.11864 -14.92948 -10.15583
S 12.71022 -13.88255 -9.66347
O 12.40798 -13.01462 -10.87974
C 11.37148 -15.13263 -9.55067
H 14.64483 -14.41154 -10.95768
H 13.71743 -15.91630 -10.38670
H 14.86491 -14.92407 -9.36136
H 11.46014 -15.72862 -8.64236
H 11.40128 -15.77355 -10.43182
H 10.36957 -14.71584 -9.44790
C 27.82747 -10.27295 -12.11510
S 26.58842 -11.17625 -11.02115
O 26.53834 -10.23513 -9.77036
C 24.99869 -10.89540 -11.92405
H 27.66780 -10.33207 -13.19172
H 28.82497 -10.65042 -11.89012
H 27.74340 -9.21688 -11.85870
H 24.90923 -11.52773 -12.80739
H 24.97259 -9.88055 -12.32090
H 24.13136 -11.03938 -11.27978
C 12.97653 -2.78236 -16.62971
S 11.83726 -2.76118 -15.19003
O 12.59379 -3.09283 -13.94535
C 11.45523 -0.90681 -15.19090
H 13.66783 -1.97034 -16.40425
H 12.36815 -2.87238 -17.52964
H 13.43881 -3.76750 -16.56721
H 12.00980 -0.42290 -15.99487
H 11.73913 -0.69023 -14.16105
H 10.38204 -0.77843 -15.33197
C 22.35155 -13.15397 -5.97797
S 20.82149 -12.96032 -4.94385
O 20.55095 -11.45851 -4.89131
C 19.73231 -13.89102 -6.09749
H 22.12223 -12.82576 -6.99177
H 22.74710 -14.16862 -6.02403
H 23.13181 -12.57190 -5.48758
H 18.78874 -14.15105 -5.61774
H 20.29605 -14.81215 -6.24517
H 19.55213 -13.39942 -7.05351
C 14.37635 -9.20091 -18.75277
S 12.56819 -9.46226 -18.90016
O 11.99620 -9.54593 -17.51997
C 12.10024 -7.83284 -19.57299
H 14.98334 -9.91723 -18.19910
H 14.53503 -8.24516 -18.25330
H 14.78418 -9.13722 -19.76159
H 12.70603 -7.80067 -20.47858
H 12.12345 -7.04573 -18.81932
H 11.05173 -8.02030 -19.80447

=====

Number 1: strongest force on any atom 0.0905 Eh/bohr. Number 2: strongest force on any atom 0.0653 Eh/bohr. Number 3: strongest force on any atom 0.0858 Eh/bohr. Number 4: strongest force on any atom 0.0252 Eh/bohr. Number 5: strongest force on any atom 0.0130 Eh/bohr. Number 6: strongest force on any atom 0.0598 Eh/bohr.